Record 1
Entry from OMol25: 11 unconnected molecules or ions with the total composition C40H84N4O18 (ωB97M-V/def2-TZVPD).

## Properties
M	909.122	g/mol
strongest force on any atom	4.307	eV/Å
DFT total energy	-3147.776308	Ha
charge	0
LUMO	-0.04	eV
gap between HOMO and LUMO	9.14	eV
SMILES string	CCOC(C)=O.CCOC(C)=O.CCOC(C)=O.CCOC(C)=O.CCOC(C)=O.CCOC(C)=O.CCOC(C)=O.CN(C)C=O.CN(C)C=O.CN(C)C=O.CN(C)C=O
HOMO energy	-9.19	eV

Geometry (Å):
C  -0.824  5.556  8.343
C  0.255  4.646  8.994
O  -0.074  3.255  8.726
C  0.471  2.703  7.662
C  -0.234  1.354  7.286
O  1.356  3.109  6.973
H  -0.781  5.446  7.259
H  -0.579  6.592  8.577
H  -1.837  5.260  8.616
H  1.262  4.851  8.631
H  0.311  4.759  10.077
H  -1.178  1.184  7.805
H  0.388  0.482  7.488
H  -0.510  1.434  6.235
C  -0.788  7.749  -4.895
C  -0.134  6.698  -4.051
O  0.648  7.190  -3.029
C  0.106  7.250  -1.808
C  1.102  7.666  -0.777
O  -1.083  7.250  -1.528
H  -1.433  7.308  -5.656
H  0.041  8.328  -5.303
H  -1.433  8.453  -4.370
H  -0.897  6.001  -3.704
H  0.518  6.208  -4.774
H  0.644  8.381  -0.093
H  1.962  8.057  -1.320
H  1.405  6.821  -0.158
C  7.164  0.789  -7.848
C  6.201  1.761  -7.189
O  5.636  1.099  -5.978
C  4.679  1.652  -5.277
C  4.465  1.115  -3.898
O  3.907  2.432  -5.786
H  6.568  -0.090  -8.093
H  7.962  0.583  -7.135
H  7.508  1.279  -8.759
H  6.746  2.599  -6.754
H  5.415  2.156  -7.832
H  5.335  0.573  -3.527
H  3.575  0.488  -3.852
H  4.363  1.966  -3.223
C  0.127  -9.233  -6.036
C  1.404  -8.340  -6.089
O  1.042  -7.230  -5.217
C  1.950  -6.324  -4.875
C  1.370  -5.267  -3.961
O  3.037  -6.297  -5.294
H  -0.126  -9.583  -5.035
H  0.437  -10.173  -6.493
H  -0.694  -8.816  -6.618
H  2.210  -8.934  -5.657
H  1.701  -7.947  -7.061
H  1.973  -5.091  -3.071
H  0.345  -5.487  -3.662
H  1.351  -4.261  -4.380
C  -5.204  7.185  4.705
C  -4.462  8.511  5.109
O  -3.738  9.056  4.049
C  -4.297  9.807  3.132
C  -3.360  10.205  2.050
O  -5.499  10.104  3.157
H  -4.446  6.538  4.263
H  -6.015  7.382  4.004
H  -5.653  6.674  5.556
H  -5.119  9.273  5.529
H  -3.532  8.428  5.672
H  -2.849  11.073  2.467
H  -3.858  10.202  1.081
H  -2.608  9.416  2.037
C  -3.767  -8.086  4.481
C  -3.888  -7.023  3.433
O  -4.745  -5.986  3.851
C  -4.278  -4.891  4.476
C  -5.354  -4.104  5.063
O  -3.076  -4.572  4.639
H  -4.615  -8.772  4.475
H  -3.516  -7.662  5.453
H  -2.905  -8.646  4.117
H  -2.933  -6.532  3.248
H  -4.215  -7.421  2.472
H  -4.892  -3.131  5.226
H  -5.717  -4.558  5.985
H  -6.265  -3.951  4.485
C  -0.712  3.335  2.393
C  -0.367  2.400  1.152
O  -0.095  1.081  1.614
C  -0.618  0.038  1.008
C  0.143  -1.228  1.394
O  -1.528  0.050  0.159
H  0.096  3.213  3.115
H  -1.601  3.032  2.946
H  -0.702  4.409  2.208
H  -1.137  2.430  0.381
H  0.545  2.782  0.693
H  -0.537  -2.052  1.178
H  0.308  -1.209  2.471
H  1.079  -1.354  0.848
C  3.049  -7.126  1.016
N  4.130  -6.448  1.752
C  5.216  -5.957  0.932
C  4.207  -6.548  3.077
O  5.091  -5.944  3.649
H  2.491  -6.379  0.450
H  2.233  -7.575  1.581
H  3.545  -7.811  0.328
H  6.066  -5.829  1.603
H  5.511  -6.629  0.126
H  4.960  -4.967  0.556
H  3.414  -7.190  3.492
C  -4.458  -5.644  -4.109
N  -3.799  -6.003  -2.874
C  -3.782  -4.869  -1.951
C  -3.267  -7.218  -2.647
O  -2.493  -7.486  -1.711
H  -5.514  -5.505  -3.876
H  -4.316  -6.395  -4.886
H  -4.122  -4.713  -4.565
H  -3.257  -5.222  -1.063
H  -3.165  -4.064  -2.351
H  -4.837  -4.657  -1.780
H  -3.534  -7.916  -3.456
C  4.605  -0.229  4.022
N  5.277  0.319  2.899
C  4.907  1.677  2.379
C  6.264  -0.387  2.353
O  6.863  -0.038  1.351
H  4.672  -1.306  4.172
H  3.564  0.085  4.107
H  4.942  0.254  4.938
H  3.840  1.890  2.444
H  5.427  2.563  2.745
H  5.058  1.690  1.300
H  6.432  -1.310  2.929
C  -2.749  0.171  -5.286
N  -2.942  1.591  -5.479
C  -2.122  2.193  -6.612
C  -3.748  2.295  -4.700
O  -3.953  3.522  -4.880
H  -2.543  -0.408  -6.186
H  -3.738  -0.219  -5.045
H  -1.912  -0.128  -4.656
H  -1.052  2.055  -6.453
H  -2.372  1.845  -7.614
H  -2.318  3.265  -6.618
H  -4.173  1.856  -3.784

Mulliken population analysis, charges in e, atoms 1 to 99: number 1, C, carries -1.007; number 2, C, carries -0.275; number 3, O, carries -0.355; number 4, C, carries 0.730; number 5, C, carries -0.865; number 6, O, carries -0.570; number 7, H, carries 0.271; number 8, H, carries 0.363; number 9, H, carries 0.304; number 10, H, carries 0.322; number 11, H, carries 0.299; number 12, H, carries 0.310; number 13, H, carries 0.268; number 14, H, carries 0.206; number 15, C, carries -1.183; number 16, C, carries -0.133; number 17, O, carries -0.325; number 18, C, carries 0.692; number 19, C, carries -0.842; number 20, O, carries -0.580; number 21, H, carries 0.346; number 22, H, carries 0.304; number 23, H, carries 0.317; number 24, H, carries 0.380; number 25, H, carries 0.255; number 26, H, carries 0.258; number 27, H, carries 0.301; number 28, H, carries 0.210; number 29, C, carries -1.021; number 30, C, carries -0.302; number 31, O, carries -0.291; number 32, C, carries 0.741; number 33, C, carries -0.929; number 34, O, carries -0.599; number 35, H, carries 0.289; number 36, H, carries 0.290; number 37, H, carries 0.358; number 38, H, carries 0.280; number 39, H, carries 0.344; number 40, H, carries 0.299; number 41, H, carries 0.239; number 42, H, carries 0.302; number 43, C, carries -1.116; number 44, C, carries -0.280; number 45, O, carries -0.208; number 46, C, carries 0.624; number 47, C, carries -0.806; number 48, O, carries -0.537; number 49, H, carries 0.304; number 50, H, carries 0.403; number 51, H, carries 0.286; number 52, H, carries 0.287; number 53, H, carries 0.321; number 54, H, carries 0.259; number 55, H, carries 0.200; number 56, H, carries 0.260; number 57, C, carries -1.021; number 58, C, carries -0.270; number 59, O, carries -0.339; number 60, C, carries 0.751; number 61, C, carries -0.917; number 62, O, carries -0.608; number 63, H, carries 0.275; number 64, H, carries 0.300; number 65, H, carries 0.366; number 66, H, carries 0.335; number 67, H, carries 0.273; number 68, H, carries 0.272; number 69, H, carries 0.297; number 70, H, carries 0.286; number 71, C, carries -0.986; number 72, C, carries -0.289; number 73, O, carries -0.342; number 74, C, carries 0.802; number 75, C, carries -1.028; number 76, O, carries -0.606; number 77, H, carries 0.291; number 78, H, carries 0.310; number 79, H, carries 0.314; number 80, H, carries 0.329; number 81, H, carries 0.309; number 82, H, carries 0.314; number 83, H, carries 0.252; number 84, H, carries 0.328; number 85, C, carries -1.077; number 86, C, carries -0.262; number 87, O, carries -0.213; number 88, C, carries 0.753; number 89, C, carries -0.964; number 90, O, carries -0.640; number 91, H, carries 0.268; number 92, H, carries 0.304; number 93, H, carries 0.360; number 94, H, carries 0.342; number 95, H, carries 0.253; number 96, H, carries 0.313; number 97, H, carries 0.307; number 98, H, carries 0.246; number 99, C, carries -0.896

***

Record 2
Entry from OMol25: a molecular structure, C40H87CaN8OSbSi4 (ωB97M-V/def2-TZVPD).

## Properties
M	970.373	g/mol
strongest force on any atom	0.536	eV/Å
DFT total energy	-4165.549839	Ha
charge	0
LUMO	0.41	eV
gap between HOMO and LUMO	7.08	eV
HOMO energy	-6.67	eV

Geometry (Å):
Ca  0.397  0.270  0.701
N  -0.014  -2.125  1.115
C  -0.534  -3.161  0.198
C  0.582  -4.005  -0.402
C  1.716  -3.234  -1.074
C  1.267  -2.443  -2.285
N  0.592  -1.219  -1.841
H  0.853  -2.467  1.529
H  -0.648  -2.051  1.919
H  -1.084  -2.659  -0.597
H  -1.228  -3.823  0.727
H  0.124  -4.677  -1.135
H  1.002  -4.651  0.376
H  2.498  -3.940  -1.361
H  2.187  -2.540  -0.367
H  0.556  -3.038  -2.867
H  2.124  -2.232  -2.936
H  0.066  -0.794  -2.596
H  1.293  -0.537  -1.570
C  -2.038  3.396  1.096
C  -1.169  2.165  0.988
O  -0.720  1.747  2.085
H  -2.303  3.634  2.132
H  -2.932  3.278  0.482
H  -1.484  4.241  0.672
N  -3.312  0.036  4.233
C  -2.649  -0.464  3.155
N  -1.768  -1.371  3.464
C  -1.829  -1.475  4.850
C  -1.104  -2.283  5.723
C  -1.362  -2.163  7.074
C  -2.322  -1.262  7.560
C  -3.054  -0.459  6.708
C  -2.788  -0.586  5.349
H  -3.960  0.803  4.215
H  -2.865  -0.120  2.157
H  -0.357  -2.968  5.348
H  -0.810  -2.771  7.777
H  -2.491  -1.194  8.626
H  -3.794  0.236  7.083
C  2.223  1.514  -2.604
N  1.138  1.786  -1.627
C  -0.077  2.147  -2.388
N  0.138  3.282  -3.281
C  1.225  2.949  -4.204
N  2.470  2.637  -3.500
C  2.840  3.800  -2.692
N  1.797  4.143  -1.728
C  1.570  2.989  -0.866
C  0.564  4.425  -2.465
H  1.959  0.648  -3.212
H  3.135  1.288  -2.046
H  -0.865  2.378  -1.673
H  -0.390  1.281  -2.975
H  1.399  3.795  -4.873
H  0.927  2.084  -4.803
H  3.012  4.651  -3.354
H  3.765  3.582  -2.155
H  0.790  3.236  -0.145
H  2.487  2.741  -0.328
H  0.730  5.285  -3.117
H  -0.229  4.667  -1.756
C  3.819  -3.372  1.840
Si  3.606  -1.792  2.863
C  5.069  -1.801  4.057
C  2.094  -2.071  3.977
Si  3.309  0.082  1.498
Si  5.201  0.054  0.139
C  5.660  1.796  -0.440
C  4.927  -1.015  -1.399
C  6.749  -0.633  0.971
Si  3.701  1.848  2.990
C  5.490  2.033  3.569
C  2.599  1.659  4.508
C  3.253  3.515  2.221
H  4.005  -4.220  2.506
H  4.670  -3.291  1.159
H  2.942  -3.614  1.237
H  4.976  -2.643  4.751
H  5.114  -0.888  4.651
H  6.017  -1.906  3.529
H  2.020  -3.125  4.263
H  1.146  -1.773  3.525
H  2.194  -1.491  4.898
H  4.848  2.291  -0.980
H  6.530  1.767  -1.102
H  5.913  2.426  0.416
H  4.000  -0.760  -1.921
H  4.856  -2.067  -1.110
H  5.752  -0.919  -2.110
H  6.927  -0.156  1.936
H  7.632  -0.475  0.345
H  6.652  -1.708  1.142
H  5.858  1.133  4.061
H  5.594  2.867  4.269
H  6.145  2.234  2.717
H  2.822  0.745  5.061
H  1.546  1.626  4.214
H  2.732  2.503  5.191
H  3.785  3.696  1.284
H  3.509  4.328  2.906
H  2.179  3.576  2.023
C  -2.819  -3.245  -2.799
C  -3.685  -2.197  -3.504
C  -5.132  -2.678  -3.528
C  -3.174  -2.054  -4.936
Sb  -3.306  -0.299  -2.428
C  -4.729  -0.377  -0.743
C  -4.375  -1.649  0.034
C  -6.219  -0.340  -1.053
C  -4.385  0.826  0.138
C  -4.156  1.229  -3.775
C  -5.473  0.848  -4.445
C  -3.095  1.529  -4.838
C  -4.351  2.496  -2.940
H  -2.889  -4.200  -3.335
H  -3.141  -3.421  -1.771
H  -1.769  -2.947  -2.771
H  -5.190  -3.632  -4.066
H  -5.795  -1.973  -4.033
H  -5.520  -2.850  -2.526
H  -3.237  -3.026  -5.440
H  -2.128  -1.737  -4.964
H  -3.762  -1.347  -5.520
H  -4.659  -2.551  -0.507
H  -4.905  -1.659  0.994
H  -3.303  -1.710  0.250
H  -6.546  -1.174  -1.672
H  -6.499  0.587  -1.556
H  -6.784  -0.380  -0.114
H  -3.309  0.920  0.300
H  -4.875  0.719  1.115
H  -4.729  1.762  -0.301
H  -5.407  -0.098  -4.981
H  -5.753  1.617  -5.175
H  -6.288  0.768  -3.725
H  -2.878  0.674  -5.477
H  -2.162  1.871  -4.386
H  -3.451  2.341  -5.482
H  -5.216  2.416  -2.279
H  -4.523  3.351  -3.603
H  -3.470  2.727  -2.335

Mulliken population analysis, charges in e, atoms 1 to 99: number 1, Ca, carries 1.841; number 2, N, carries 0.235; number 3, C, carries -0.086; number 4, C, carries -1.699; number 5, C, carries 0.733; number 6, C, carries -1.558; number 7, N, carries 1.034; number 8, H, carries -0.449; number 9, H, carries 0.400; number 10, H, carries -0.159; number 11, H, carries 0.708; number 12, H, carries 0.561; number 13, H, carries 0.414; number 14, H, carries 0.598; number 15, H, carries -0.723; number 16, H, carries 0.543; number 17, H, carries 0.481; number 18, H, carries -0.052; number 19, H, carries -0.906; number 20, C, carries -1.426; number 21, C, carries 0.877; number 22, O, carries -1.070; number 23, H, carries 0.400; number 24, H, carries 0.250; number 25, H, carries 0.316; number 26, N, carries 0.010; number 27, C, carries -0.740; number 28, N, carries -0.155; number 29, C, carries 0.141; number 30, C, carries -0.554; number 31, C, carries -0.633; number 32, C, carries -0.392; number 33, C, carries -0.971; number 34, C, carries 0.700; number 35, H, carries 0.254; number 36, H, carries 0.279; number 37, H, carries 0.342; number 38, H, carries 0.400; number 39, H, carries 0.388; number 40, H, carries 0.395; number 41, C, carries -0.033; number 42, N, carries 1.252; number 43, C, carries -0.320; number 44, N, carries 0.217; number 45, C, carries -0.808; number 46, N, carries 0.245; number 47, C, carries -0.766; number 48, N, carries 0.111; number 49, C, carries 0.507; number 50, C, carries -0.710; number 51, H, carries 0.346; number 52, H, carries -0.942; number 53, H, carries -0.522; number 54, H, carries -0.324; number 55, H, carries 0.390; number 56, H, carries 0.346; number 57, H, carries 0.362; number 58, H, carries 0.281; number 59, H, carries -0.388; number 60, H, carries -0.644; number 61, H, carries 0.376; number 62, H, carries 0.296; number 63, C, carries -1.115; number 64, Si, carries 0.275; number 65, C, carries -1.110; number 66, C, carries -0.921; number 67, Si, carries 0.927; number 68, Si, carries 0.214; number 69, C, carries -0.660; number 70, C, carries -0.953; number 71, C, carries -1.184; number 72, Si, carries 0.374; number 73, C, carries -1.025; number 74, C, carries -0.937; number 75, C, carries -0.941; number 76, H, carries 0.509; number 77, H, carries 0.212; number 78, H, carries 0.212; number 79, H, carries 0.411; number 80, H, carries 0.245; number 81, H, carries 0.293; number 82, H, carries 0.521; number 83, H, carries -0.330; number 84, H, carries 0.473; number 85, H, carries -0.257; number 86, H, carries 0.537; number 87, H, carries 0.243; number 88, H, carries 0.027; number 89, H, carries 0.254; number 90, H, carries 0.519; number 91, H, carries 0.286; number 92, H, carries 0.400; number 93, H, carries 0.259; number 94, H, carries 0.268; number 95, H, carries 0.380; number 96, H, carries 0.253; number 97, H, carries 0.233; number 98, H, carries 0.068; number 99, H, carries 0.450

***

Question: Which value of gap between HOMO and LUMO does entry 2 give?
Answer: 7.08 eV